{
  "formula": "C34H49MoN8O9P2",
  "method": "ωB97M-V with the def2-TZVPD basis set",
  "s2": 2.017,
  "relative_energy_kj_mol": 0.0,
  "max_force_ev_per_a": 0.32,
  "total_charge": 1,
  "homo_lumo_gap_ev": [6.8080, 6.7305],
  "mol_weight_g_mol": 871.7,
  "multiplicity": 3,
  "species": ["Mo", "C", "O", "C", "C", "C", "C", "C", "C", "C", "N", "C", "C", "N", "C", "C", "C", "C", "N", "C", "C", "N", "C", "C", "C", "C", "H", "H", "H", "H", "H", "H", "H", "H", "H", "H", "H", "H", "H", "H", "N", "C", "C", "P", "O", "O", "O", "P", "O", "O", "O", "H", "H", "H", "H", "H", "H", "H", "H", "N", "C", "O", "C", "C", "H", "H", "H", "H", "H", "H", "C", "C", "N", "C", "C", "C", "C", "N", "H", "H", "H", "H", "H", "H", "H", "H", "H", "H", "H", "H", "H", "H", "C", "C", "C", "O", "H", "H", "H", "H", "H", "H", "H"],
  "coordinates": [[1.26941, 0.36092, 1.46823], [-3.39318, -3.55325, -11.00809], [-3.80234, -4.04238, -9.74085], [-3.22980, -3.51043, -8.64313], [-3.66394, -4.02452, -7.41819], [-3.13779, -3.54940, -6.24061], [-2.16192, -2.54757, -6.24866], [-1.74376, -2.03607, -7.47033], [-2.26505, -2.50793, -8.66634], [-1.62038, -2.06910, -4.97875], [-2.14060, -2.29491, -3.79385], [-1.30404, -1.67959, -2.90672], [-0.25328, -1.06941, -3.55765], [-0.47041, -1.32479, -4.88779], [0.77612, -0.34679, -2.88604], [1.85280, 0.31844, -3.48711], [2.75043, 0.99024, -2.69521], [2.58366, 0.97865, -1.31313], [1.58279, 0.34773, -0.72293], [0.67644, -0.29704, -1.48792], [-0.41788, -0.91987, -0.79434], [-0.41502, -0.79689, 0.55195], [-1.38209, -1.38587, 1.23848], [-2.42060, -2.08749, 0.63204], [-2.44745, -2.20044, -0.73773], [-1.41639, -1.61688, -1.48141], [-3.96547, -4.11034, -11.74281], [-2.32697, -3.72580, -11.17165], [-3.61294, -2.48820, -11.11084], [-4.41693, -4.80108, -7.42452], [-3.47096, -3.94631, -5.29123], [-1.01471, -1.23495, -7.51656], [-1.92227, -2.08386, -9.59847], [0.12947, -1.08730, -5.65724], [1.97593, 0.30607, -4.56286], [3.59357, 1.51357, -3.12193], [3.28824, 1.48548, -0.67450], [-1.32460, -1.28756, 2.31031], [-3.19100, -2.52960, 1.24754], [-3.23624, -2.73175, -1.25379], [-0.68923, 4.85747, 1.85055], [-1.53218, 4.00559, 0.91825], [-2.35393, 4.88619, -0.01215], [-0.38493, 2.90158, 0.01054], [0.51235, 3.93700, -0.85285], [-1.14246, 1.97452, -0.85929], [0.59468, 2.39702, 1.06095], [-2.61145, 3.03312, 2.13741], [-2.33301, 1.47259, 1.76489], [-4.01653, 3.41127, 1.93889], [-1.84264, 3.25572, 3.41683], [0.26772, 4.97415, 1.52397], [-0.75574, 4.32494, 2.77542], [-1.11505, 5.77369, 1.98237], [-1.72108, 5.56649, -0.58795], [-3.09090, 5.45391, 0.55769], [-2.91171, 4.25615, -0.70325], [0.13194, 4.08448, -1.73190], [-2.56958, 1.28715, 0.84027], [4.66241, -3.09387, 0.41729], [3.64119, -2.25248, 0.12403], [3.81717, -1.24149, -0.53951], [2.29318, -2.62741, 0.70358], [1.91900, -1.68203, 1.86071], [5.57948, -2.88044, 0.06417], [4.52254, -3.94113, 0.93485], [2.31433, -3.66626, 1.04448], [1.56424, -2.58090, -0.10999], [2.78808, -1.63413, 2.52655], [1.11489, -2.15588, 2.43721], [-2.57697, -0.30718, 4.92329], [-1.69275, 0.83935, 5.38801], [-0.28062, 0.46797, 5.58431], [0.12898, 0.29402, 6.98232], [-0.37855, -1.00283, 7.59527], [0.55724, 0.28485, 4.56329], [1.95852, -0.15777, 4.86679], [0.22046, 0.50503, 3.30740], [-3.60520, 0.04422, 4.83845], [-2.55314, -1.14550, 5.61902], [-2.27467, -0.66862, 3.94446], [-2.04318, 1.20142, 6.35365], [-1.74812, 1.69347, 4.71301], [-0.26129, 1.14824, 7.53749], [1.20913, 0.34716, 7.05779], [-1.46748, -1.02919, 7.62745], [-0.01332, -1.09294, 8.61826], [-0.03028, -1.86787, 7.02826], [1.97343, -1.05736, 5.48098], [2.47814, 0.63469, 5.40788], [2.50258, -0.33228, 3.94835], [-0.67556, 0.97751, 3.19165], [5.17363, 1.55716, 1.30088], [3.82727, 2.10318, 1.74305], [3.91478, 2.86355, 3.05661], [2.93411, 1.01627, 1.93602], [5.85697, 2.37504, 1.06796], [5.07271, 0.91002, 0.42997], [5.60659, 0.96266, 2.10764], [3.40855, 2.77588, 0.98357], [4.31985, 2.21313, 3.83366], [2.92443, 3.20727, 3.36080], [4.57013, 3.72869, 2.95311]],
  "mulliken_spin": [2.1321, 0.0000, 0.0000, -0.0002, 0.0001, -0.0002, -0.0001, -0.0001, 0.0000, -0.0004, -0.0002, -0.0010, 0.0004, -0.0003, -0.0146, 0.0207, -0.0111, 0.0371, -0.0545, -0.0102, 0.0253, -0.0650, 0.0062, -0.0044, 0.0135, -0.0109, 0.0000, 0.0000, 0.0000, 0.0000, 0.0000, 0.0000, 0.0000, 0.0001, 0.0001, -0.0004, 0.0082, 0.0013, 0.0000, -0.0002, 0.0009, 0.0009, 0.0002, -0.0118, 0.0006, -0.0002, -0.0150, -0.0013, -0.0019, 0.0001, -0.0001, -0.0002, 0.0004, -0.0002, 0.0001, -0.0002, 0.0001, -0.0002, 0.0015, 0.0018, -0.0121, 0.0000, 0.0528, -0.1035, 0.0001, -0.0001, 0.0004, -0.0092, -0.0163, 0.0020, 0.0015, 0.0009, 0.0151, -0.0022, 0.0016, 0.0274, 0.0222, -0.0070, -0.0002, 0.0002, 0.0000, -0.0002, -0.0002, 0.0000, 0.0000, 0.0001, -0.0004, 0.0000, 0.0009, 0.0002, -0.0107, 0.0190, -0.0010, 0.0212, -0.0027, -0.0557, -0.0019, 0.0015, 0.0009, 0.0094, 0.0001, 0.0005, -0.0012]
}


{
  "formula": "C9H25FeIN2",
  "method": "ωB97M-V with the def2-TZVPD basis set",
  "s2": 6.016,
  "relative_energy_kj_mol": 158.3,
  "max_force_ev_per_a": 5.37,
  "homo_lumo_gap_ev": [6.4084, 7.6524],
  "mol_weight_g_mol": 344.1,
  "multiplicity": 5,
  "species": ["C", "C", "H", "H", "H", "H", "H", "H", "Fe", "C", "H", "H", "H", "I", "C", "N", "C", "C", "C", "N", "C", "C", "H", "H", "H", "H", "H", "H", "H", "H", "H", "H", "H", "H", "H", "H", "H", "H"],
  "coordinates": [[0.46536, -1.10000, -2.56398], [0.68674, 0.47847, -2.59494], [1.42081, -1.57980, -2.32154], [0.19021, -1.36804, -3.59058], [-0.32721, -1.66955, -1.97595], [1.64706, 0.77424, -2.15548], [0.76779, 0.67832, -3.67070], [-0.10647, 1.21919, -2.34364], [-0.61946, -0.10732, -1.19738], [-2.34700, 0.98229, -1.64770], [-2.01300, 2.02059, -1.80313], [-3.13369, 0.98977, -0.88141], [-2.76547, 0.59983, -2.58641], [-2.42029, -1.78745, -0.79195], [-1.29328, 1.59134, 1.38941], [-0.03024, 1.36358, 0.65014], [0.43373, 2.62704, 0.05069], [1.02286, 0.86076, 1.55300], [0.66933, -0.46288, 2.20498], [0.46382, -1.52851, 1.23609], [1.69911, -1.97643, 0.60430], [-0.27114, -2.63784, 1.81909], [-2.00447, 2.10609, 0.73104], [-1.10515, 2.20808, 2.28678], [-1.74389, 0.63650, 1.68501], [0.61167, 3.38729, 0.82976], [1.36874, 2.44114, -0.49371], [-0.31751, 2.99753, -0.65600], [1.96306, 0.77871, 0.98271], [1.17442, 1.59855, 2.36271], [1.50753, -0.71939, 2.88548], [-0.24091, -0.35813, 2.81828], [2.42286, -2.37514, 1.33864], [1.46351, -2.76366, -0.12287], [2.17783, -1.14923, 0.06568], [-1.20851, -2.25913, 2.24674], [-0.51856, -3.36121, 1.03887], [0.30983, -3.13561, 2.61795]],
  "mulliken_spin": [0.0285, 0.0426, -0.0035, 0.0112, -0.0152, 0.0034, 0.0127, 0.0159, 3.4601, 0.2614, -0.0287, -0.0018, -0.0005, 0.1683, 0.0019, -0.0214, 0.0077, 0.0237, -0.0112, 0.0147, 0.0182, -0.0005, 0.0045, 0.0034, -0.0015, 0.0015, 0.0002, 0.0023, -0.0041, 0.0042, 0.0003, -0.0030, 0.0013, 0.0007, -0.0026, 0.0004, 0.0030, 0.0021]
}


{
  "formula": "C21H56AsF6O21S7",
  "method": "ωB97M-V with the def2-TZVPD basis set",
  "relative_energy_kj_mol": 845.0,
  "max_force_ev_per_a": 3.98,
  "total_charge": -1,
  "homo_lumo_gap_ev": 10.8457,
  "mol_weight_g_mol": 1058.0,
  "multiplicity": 1,
  "species": ["As", "F", "F", "F", "F", "F", "F", "O", "S", "O", "O", "C", "C", "C", "H", "H", "H", "H", "H", "H", "H", "H", "O", "S", "O", "O", "C", "C", "C", "H", "H", "H", "H", "H", "H", "H", "H", "O", "S", "O", "O", "C", "C", "C", "H", "H", "H", "H", "H", "H", "H", "H", "O", "S", "O", "O", "C", "C", "C", "H", "H", "H", "H", "H", "H", "H", "H", "O", "S", "O", "O", "C", "C", "C", "H", "H", "H", "H", "H", "H", "H", "H", "O", "S", "O", "O", "C", "C", "C", "H", "H", "H", "H", "H", "H", "H", "H", "O", "S", "O", "O", "C", "C", "C", "H", "H", "H", "H", "H", "H", "H", "H"],
  "coordinates": [[-0.23928, 0.26897, -0.70298], [0.08287, 2.01337, -0.97261], [1.54801, 0.02444, -1.12741], [-0.42838, -1.47883, -0.34785], [-2.03860, 0.49873, -0.71034], [-0.46874, 0.09823, -2.53376], [0.00795, 0.58278, 1.00849], [-1.50614, -0.26648, 8.74889], [-2.26955, -1.22135, 7.91149], [-2.77754, -2.51027, 8.42044], [-3.48409, -0.41084, 7.11371], [-3.33123, 0.86899, 6.56388], [-4.49973, 1.74309, 7.01150], [-1.20735, -1.64899, 6.39120], [-3.05839, 0.92311, 5.50997], [-2.43642, 1.22535, 7.07420], [-4.08934, 2.73274, 6.81083], [-4.83072, 1.67032, 8.04748], [-5.45016, 1.71614, 6.47853], [-0.16294, -1.72823, 6.69290], [-1.48714, -0.73334, 5.87023], [-1.61351, -2.49028, 5.82963], [6.23552, -7.04051, 3.29655], [5.35467, -7.35078, 4.41372], [5.75063, -7.92575, 5.74124], [4.52539, -5.93017, 4.71571], [5.29695, -4.73365, 4.57302], [5.23688, -4.17754, 3.17417], [3.89600, -8.32983, 3.81936], [6.33048, -4.91979, 4.86505], [5.00463, -3.97895, 5.30314], [5.87446, -3.29380, 3.14991], [4.25850, -3.84671, 2.82571], [5.38319, -4.93891, 2.40800], [3.38110, -7.60836, 3.18497], [3.31840, -8.57718, 4.71003], [4.32626, -9.17126, 3.27624], [1.45696, -6.41792, -6.68923], [2.56385, -6.25522, -5.75743], [2.66822, -6.92773, -4.47066], [4.02608, -6.37437, -6.66290], [3.99207, -6.39908, -8.05598], [5.34111, -6.97194, -8.49962], [2.77646, -4.45256, -5.34495], [3.87713, -5.37631, -8.41490], [3.25458, -7.08330, -8.47557], [5.43181, -6.82513, -9.57588], [5.20827, -8.01022, -8.19563], [6.15978, -6.41698, -8.04147], [3.66515, -4.23762, -4.75154], [1.94646, -4.11147, -4.72620], [2.78649, -3.79861, -6.21693], [-5.51850, 5.88598, 0.89473], [-6.32591, 5.92443, -0.34682], [-7.59828, 6.66325, -0.22300], [-5.39582, 6.49645, -1.61499], [-4.04615, 6.10797, -1.79504], [-3.79827, 5.61318, -3.20323], [-6.69251, 4.21311, -0.90213], [-3.76124, 5.54834, -0.90411], [-3.25572, 6.84240, -1.64031], [-2.76056, 5.60931, -3.53675], [-4.38574, 6.20702, -3.90346], [-4.07568, 4.55945, -3.23160], [-7.73420, 4.15361, -0.58680], [-6.03766, 3.59312, -0.28986], [-6.57946, 4.02979, -1.97064], [7.15649, 3.53090, -7.57529], [5.69984, 3.43350, -7.59923], [4.95958, 4.64008, -7.78430], [5.23308, 2.29781, -8.69306], [5.85944, 2.23713, -9.98878], [5.72782, 0.81305, -10.45279], [5.15680, 2.48781, -6.07209], [6.85919, 2.62903, -9.80171], [5.63616, 2.99016, -10.74456], [6.29798, 0.09786, -9.85989], [6.14357, 0.71456, -11.45557], [4.70732, 0.43262, -10.40868], [6.09107, 2.21136, -5.58341], [4.70352, 1.57879, -6.46746], [4.46529, 3.11108, -5.50513], [-5.86175, -6.14334, 3.93264], [-6.18245, -5.15322, 2.93436], [-7.33125, -5.28396, 2.07646], [-6.08318, -3.65159, 3.71169], [-6.85460, -2.58199, 3.23502], [-8.24267, -2.65724, 3.76201], [-4.68635, -4.92955, 1.96989], [-6.87067, -2.50272, 2.14803], [-6.40848, -1.65759, 3.60186], [-8.20210, -2.87431, 4.82941], [-8.86895, -3.31564, 3.16002], [-8.71575, -1.67663, 3.71007], [-3.78240, -4.71727, 2.54078], [-5.00898, -4.12376, 1.31056], [-4.55763, -5.87987, 1.45180], [1.18309, 8.10856, 1.37211], [1.72891, 8.01462, 2.74836], [2.97233, 8.66052, 3.03406], [0.60963, 8.66754, 3.81694], [-0.78239, 8.45358, 3.62486], [-1.33949, 9.83578, 4.13437], [1.82907, 6.28010, 3.43532], [-1.09185, 7.64197, 4.28335], [-1.11194, 8.20085, 2.61708], [-2.41810, 9.71946, 4.02868], [-0.85523, 10.69965, 3.67904], [-1.07773, 9.90314, 5.19032], [0.85259, 5.81475, 3.30103], [2.44907, 6.25174, 4.33137], [2.39104, 5.84748, 2.60759]],
  "lowdin_charge": [0.9265, -0.3175, -0.3445, -0.3053, -0.3222, -0.3495, -0.2873, -0.3228, 0.7224, -0.3135, -0.2889, -0.2991, -0.0595, -0.0653, 0.1261, 0.1026, 0.0764, 0.0832, 0.0715, 0.0666, 0.0327, 0.0674, -0.3065, 0.7123, -0.3291, -0.2767, -0.2925, -0.0806, -0.0903, 0.1114, 0.1205, 0.0849, 0.0788, 0.0688, 0.0648, 0.0670, 0.0671, -0.3021, 0.7189, -0.2917, -0.2794, -0.3363, -0.0669, -0.1097, 0.1177, 0.1148, 0.0766, 0.0828, 0.0788, 0.0668, 0.0683, 0.0613, -0.3248, 0.7057, -0.3140, -0.2709, -0.3057, -0.0624, -0.0915, 0.1133, 0.1153, 0.0833, 0.0829, 0.0721, 0.0583, 0.0687, 0.0695, -0.3185, 0.6543, -0.2845, -0.2863, -0.2751, -0.0707, -0.0667, 0.1011, 0.1204, 0.0782, 0.0784, 0.0817, 0.0613, 0.0569, 0.0695, -0.2899, 0.6509, -0.2773, -0.2595, -0.3268, -0.0870, -0.1139, 0.1194, 0.1242, 0.0898, 0.0757, 0.0775, 0.0797, 0.0666, 0.0707, -0.3100, 0.6739, -0.2920, -0.3019, -0.2704, -0.0563, -0.0880, 0.1117, 0.1130, 0.0723, 0.0793, 0.0690, 0.0681, 0.0731, 0.0582]
}


{
  "formula": "H10O5",
  "method": "ωB97M-V with the def2-TZVPD basis set",
  "relative_energy_kj_mol": 365.1,
  "max_force_ev_per_a": 7.77,
  "homo_lumo_gap_ev": 11.0981,
  "mol_weight_g_mol": 90.1,
  "multiplicity": 1,
  "species": ["H", "H", "H", "H", "H", "H", "H", "H", "H", "H", "O", "O", "O", "O", "O"],
  "coordinates": [[0.80036, 0.19321, 1.51044], [0.04469, 1.47877, 1.98106], [-0.09651, -1.24722, 0.67242], [0.80927, -2.42894, 1.16481], [-1.54365, -0.47264, 0.87378], [-1.46309, -0.37004, -0.72237], [0.14478, 0.77604, -1.81016], [-1.29102, 0.98148, -2.64525], [1.56141, 0.17928, -0.34045], [0.56405, 1.26563, -0.28856], [0.11048, 0.97452, 1.19283], [0.85971, -1.39831, 1.21653], [-1.23022, -1.21003, 0.08657], [-0.79983, 0.26541, -2.02499], [1.52957, 1.01285, -0.86665]],
  "lowdin_charge": [0.1173, 0.0506, -0.0670, 0.1041, 0.1680, 0.1569, 0.0852, 0.1382, 0.0202, 0.1160, -0.1260, -0.2316, -0.1741, -0.1833, -0.1744]
}


Question: The highest multiplicity belongs to which entry?
Answer: C9H25FeIN2


Repeat the second record exactly.
{
  "formula": "C9H25FeIN2",
  "method": "ωB97M-V with the def2-TZVPD basis set",
  "s2": 6.016,
  "relative_energy_kj_mol": 158.3,
  "max_force_ev_per_a": 5.37,
  "homo_lumo_gap_ev": [6.4084, 7.6524],
  "mol_weight_g_mol": 344.1,
  "multiplicity": 5,
  "species": ["C", "C", "H", "H", "H", "H", "H", "H", "Fe", "C", "H", "H", "H", "I", "C", "N", "C", "C", "C", "N", "C", "C", "H", "H", "H", "H", "H", "H", "H", "H", "H", "H", "H", "H", "H", "H", "H", "H"],
  "coordinates": [[0.46536, -1.10000, -2.56398], [0.68674, 0.47847, -2.59494], [1.42081, -1.57980, -2.32154], [0.19021, -1.36804, -3.59058], [-0.32721, -1.66955, -1.97595], [1.64706, 0.77424, -2.15548], [0.76779, 0.67832, -3.67070], [-0.10647, 1.21919, -2.34364], [-0.61946, -0.10732, -1.19738], [-2.34700, 0.98229, -1.64770], [-2.01300, 2.02059, -1.80313], [-3.13369, 0.98977, -0.88141], [-2.76547, 0.59983, -2.58641], [-2.42029, -1.78745, -0.79195], [-1.29328, 1.59134, 1.38941], [-0.03024, 1.36358, 0.65014], [0.43373, 2.62704, 0.05069], [1.02286, 0.86076, 1.55300], [0.66933, -0.46288, 2.20498], [0.46382, -1.52851, 1.23609], [1.69911, -1.97643, 0.60430], [-0.27114, -2.63784, 1.81909], [-2.00447, 2.10609, 0.73104], [-1.10515, 2.20808, 2.28678], [-1.74389, 0.63650, 1.68501], [0.61167, 3.38729, 0.82976], [1.36874, 2.44114, -0.49371], [-0.31751, 2.99753, -0.65600], [1.96306, 0.77871, 0.98271], [1.17442, 1.59855, 2.36271], [1.50753, -0.71939, 2.88548], [-0.24091, -0.35813, 2.81828], [2.42286, -2.37514, 1.33864], [1.46351, -2.76366, -0.12287], [2.17783, -1.14923, 0.06568], [-1.20851, -2.25913, 2.24674], [-0.51856, -3.36121, 1.03887], [0.30983, -3.13561, 2.61795]],
  "mulliken_spin": [0.0285, 0.0426, -0.0035, 0.0112, -0.0152, 0.0034, 0.0127, 0.0159, 3.4601, 0.2614, -0.0287, -0.0018, -0.0005, 0.1683, 0.0019, -0.0214, 0.0077, 0.0237, -0.0112, 0.0147, 0.0182, -0.0005, 0.0045, 0.0034, -0.0015, 0.0015, 0.0002, 0.0023, -0.0041, 0.0042, 0.0003, -0.0030, 0.0013, 0.0007, -0.0026, 0.0004, 0.0030, 0.0021]
}